(1)
{"formula": "C2H3Br6CaORb", "method": "ωB97M-V with the def2-TZVPD basis set", "charge": 2, "homo_ha": -0.55090, "relative_energy_ev": 0.000, "total_energy_ev": -443505.015, "elements": ["Rb", "Ca", "O", "H", "C", "Br", "Br", "Br", "H", "C", "Br", "Br", "Br", "H"], "xyz": [[-1.90, -3.21, 1.95], [-3.52, -0.43, -0.88], [-1.83, -0.99, 0.21], [-0.90, -0.73, 0.17], [-0.80, 1.80, -2.88], [-0.82, -0.08, -3.39], [0.40, 2.76, -3.98], [-0.52, 2.02, -1.02], [-1.78, 2.18, -3.16], [2.41, -0.58, 2.68], [0.49, -0.28, 2.72], [3.04, -0.50, 0.87], [2.88, -2.22, 3.51], [2.85, 0.26, 3.21]]}

***

(2)
{"formula": "C31H49BBrN4O23", "method": "ωB97M-V with the def2-TZVPD basis set", "charge": 1, "homo_ha": -0.42867, "relative_energy_ev": 0.000, "total_energy_ev": -156711.695, "elements": ["O", "B", "O", "C", "N", "C", "N", "C", "Br", "N", "N", "H", "H", "H", "H", "H", "H", "H", "C", "C", "C", "O", "C", "O", "O", "H", "H", "H", "H", "H", "H", "C", "C", "C", "O", "C", "O", "O", "H", "H", "H", "H", "H", "H", "C", "C", "C", "O", "C", "O", "O", "H", "H", "H", "H", "H", "H", "C", "C", "C", "O", "C", "O", "O", "H", "H", "H", "H", "H", "H", "C", "C", "C", "O", "C", "O", "O", "H", "H", "H", "H", "H", "H", "C", "C", "C", "O", "C", "O", "O", "H", "H", "H", "H", "H", "H", "C", "C", "C", "O", "C", "O", "O", "H", "H", "H", "H", "H", "H"], "xyz": [[-7.90, -0.34, -0.24], [-6.69, 0.08, 0.24], [-5.60, -0.69, -0.07], [-6.62, 1.36, 1.21], [-5.53, 2.30, 0.90], [-5.65, 3.36, 0.14], [-4.63, 4.21, -0.09], [-5.10, 5.14, -0.86], [-4.11, 6.57, -1.43], [-6.38, 4.94, -1.17], [-6.75, 3.79, -0.53], [-8.52, 0.39, -0.24], [-4.96, -0.20, -0.59], [-7.56, 1.92, 1.19], [-6.47, 1.00, 2.22], [-4.62, 2.20, 1.32], [-7.02, 5.47, -1.75], [-7.65, 3.35, -0.57], [-7.08, -3.78, 0.56], [-6.04, -4.79, 0.97], [-5.50, -5.65, -0.15], [-5.10, -6.84, 0.55], [-5.88, -6.93, 1.66], [-5.93, -7.88, 2.37], [-6.59, -5.79, 1.85], [-7.50, -3.29, 1.44], [-6.65, -3.03, -0.10], [-7.92, -4.27, 0.05], [-5.22, -4.29, 1.51], [-4.66, -5.21, -0.66], [-6.27, -5.92, -0.88], [1.49, 5.31, -0.76], [0.27, 6.02, -1.27], [0.05, 5.92, -2.76], [-0.69, 7.12, -3.04], [-0.33, 8.04, -2.10], [-0.64, 9.18, -2.14], [0.39, 7.46, -1.11], [1.63, 5.52, 0.30], [1.38, 4.23, -0.89], [2.39, 5.64, -1.27], [-0.61, 5.70, -0.72], [-0.52, 5.04, -3.04], [0.98, 5.94, -3.34], [2.19, 11.52, 1.27], [3.00, 10.31, 1.65], [3.41, 9.43, 0.49], [3.54, 8.14, 1.11], [2.69, 8.14, 2.18], [2.41, 7.17, 2.81], [2.22, 9.38, 2.42], [1.84, 12.04, 2.17], [2.79, 12.22, 0.69], [1.31, 11.24, 0.70], [3.86, 10.60, 2.25], [4.35, 9.74, 0.04], [2.64, 9.37, -0.29], [-2.95, -9.41, 2.87], [-1.75, -9.49, 1.96], [-2.06, -9.92, 0.54], [-0.82, -10.52, 0.14], [-0.21, -10.98, 1.26], [0.74, -11.69, 1.26], [-0.84, -10.53, 2.37], [-2.64, -9.20, 3.89], [-3.62, -8.62, 2.54], [-3.50, -10.35, 2.88], [-1.20, -8.55, 1.97], [-2.31, -9.08, -0.11], [-2.84, -10.67, 0.49], [1.70, -0.32, 2.17], [1.10, 0.48, 1.05], [1.85, 1.73, 0.69], [0.79, 2.56, 0.14], [-0.36, 2.16, 0.72], [-1.40, 2.75, 0.63], [-0.19, 1.02, 1.41], [1.05, -1.15, 2.45], [2.67, -0.72, 1.88], [1.83, 0.29, 3.06], [0.95, -0.16, 0.17], [2.63, 1.57, -0.04], [2.27, 2.24, 1.56], [7.11, -2.71, 2.11], [5.91, -1.98, 1.56], [5.72, -2.10, 0.07], [5.02, -0.88, -0.24], [5.37, 0.03, 0.69], [5.10, 1.19, 0.63], [6.05, -0.55, 1.70], [7.24, -2.48, 3.17], [6.99, -3.79, 2.00], [8.02, -2.40, 1.60], [5.01, -2.28, 2.09], [5.13, -2.97, -0.23], [6.66, -2.10, -0.49], [7.10, -4.53, -5.49], [5.96, -3.77, -4.85], [6.38, -2.61, -3.98], [5.29, -2.53, -3.05], [4.76, -3.77, -2.94], [3.96, -4.09, -2.11], [5.26, -4.59, -3.89], [6.72, -5.41, -6.00], [7.61, -3.90, -6.21], [7.81, -4.87, -4.74], [5.24, -3.46, -5.60], [6.48, -1.68, -4.53], [7.30, -2.81, -3.42]]}

***

(3)
{"formula": "C4H12NO5", "method": "ωB97M-V with the def2-TZVPD basis set", "charge": -1, "homo_ha": -0.17006, "relative_energy_ev": 0.436, "total_energy_ev": -16071.854, "elements": ["C", "O", "C", "C", "C", "O", "O", "N", "H", "H", "H", "H", "H", "H", "H", "H", "H", "H", "O", "H", "H", "O"], "xyz": [[-0.04, 1.29, 0.61], [-0.37, 2.70, 0.71], [-1.41, 0.61, 0.12], [-1.23, -0.92, 0.01], [-0.56, -1.50, 1.29], [0.71, -1.52, 1.27], [-1.33, -1.96, 2.13], [-1.85, 1.20, -1.16], [0.78, 1.07, -0.03], [0.31, 0.95, 1.58], [0.49, 3.03, 1.02], [-2.08, 0.80, 0.94], [-0.68, -1.24, -0.89], [-2.17, -1.46, -0.21], [-1.46, 2.13, -1.14], [-1.62, 0.63, -1.96], [1.54, -0.87, -1.46], [0.81, -2.16, -1.72], [1.27, -1.45, -2.19], [3.41, -0.89, -0.16], [2.46, -0.32, 0.99], [3.03, -0.11, 0.23]]}

***

(4)
{"formula": "H12O6", "method": "ωB97M-V with the def2-TZVPD basis set", "charge": 0, "homo_ha": -0.37936, "relative_energy_ev": 3.110, "total_energy_ev": -12478.004, "elements": ["O", "H", "H", "O", "H", "H", "O", "H", "H", "O", "H", "H", "O", "H", "H", "O", "H", "H"], "xyz": [[0.60, 1.29, 0.16], [0.60, 1.45, 1.11], [-0.11, 0.65, 0.03], [3.36, 1.58, 0.09], [2.83, 0.99, -0.46], [3.32, 1.19, 0.97], [2.41, -2.68, -0.49], [3.10, -3.14, 0.00], [2.87, -2.34, -1.26], [-3.28, -1.31, -0.64], [-3.24, -2.17, -1.08], [-2.36, -1.03, -0.61], [-2.05, -1.58, 0.94], [-2.03, -2.44, 0.50], [-1.63, -1.75, 1.79], [-1.82, 3.92, -0.28], [-1.48, 3.09, 0.06], [-1.11, 4.26, -0.83]]}

***

(5)
{"formula": "C19H27F2SiSn", "method": "ωB97M-V with the def2-TZVPD basis set", "charge": -1, "homo_ha": -0.03753, "relative_energy_ev": 1.673, "total_energy_ev": -39283.427, "elements": ["C", "Si", "C", "H", "C", "Sn", "C", "C", "C", "H", "H", "H", "H", "H", "H", "H", "H", "H", "H", "H", "H", "H", "H", "H", "H", "H", "F", "C", "C", "C", "C", "C", "C", "C", "C", "C", "F", "C", "C", "C", "C", "H", "H", "H", "H", "H", "H", "H", "H", "H"], "xyz": [[-1.89, -4.12, 4.26], [-0.05, -4.01, 4.62], [0.82, -2.92, 3.35], [-0.02, -1.92, 7.09], [0.75, -5.64, 4.89], [1.46, -5.55, 7.01], [2.40, -7.49, 7.41], [2.99, -4.05, 7.27], [-0.17, -5.33, 8.41], [-2.08, -4.70, 3.33], [-2.43, -4.61, 5.08], [-2.35, -3.13, 4.11], [0.85, -3.42, 2.36], [0.30, -1.96, 3.21], [1.85, -2.69, 3.66], [0.05, -6.49, 4.83], [1.66, -5.78, 4.28], [2.76, -7.52, 8.45], [1.67, -8.30, 7.24], [3.25, -7.62, 6.73], [3.24, -3.99, 8.34], [3.87, -4.37, 6.69], [2.60, -3.10, 6.89], [0.22, -5.35, 9.43], [-0.69, -4.38, 8.21], [-0.87, -6.17, 8.29], [5.20, 0.51, 7.51], [3.88, 0.21, 7.69], [3.53, -0.57, 8.78], [2.20, -0.93, 8.89], [1.25, -0.56, 7.93], [-0.05, -1.31, 7.98], [-1.36, -0.59, 7.83], [-2.42, -1.09, 8.60], [-3.71, -0.65, 8.35], [-3.92, 0.28, 7.34], [-5.19, 0.68, 7.04], [-2.90, 0.78, 6.54], [-1.61, 0.32, 6.80], [1.64, 0.20, 6.82], [2.97, 0.62, 6.71], [4.27, -0.95, 9.49], [1.87, -1.61, 9.68], [-0.08, -1.97, 8.87], [-2.19, -1.86, 9.34], [-4.53, -1.07, 8.91], [-3.10, 1.49, 5.75], [-0.80, 0.67, 6.17], [0.92, 0.44, 6.03], [3.30, 1.25, 5.90]]}

***

(6)
{"formula": "C8H13N2OP", "method": "ωB97M-V with the def2-TZVPD basis set", "charge": 0, "homo_ha": -0.29667, "relative_energy_ev": 3.840, "total_energy_ev": -22820.505, "elements": ["H", "N", "N", "C", "C", "C", "C", "C", "C", "H", "H", "H", "H", "H", "C", "P", "C", "O", "H", "H", "H", "H", "H", "H", "H"], "xyz": [[-0.21, 0.31, -1.02], [-0.14, 1.18, -0.49], [0.89, 1.54, 0.05], [1.97, 0.65, 0.07], [3.22, 1.17, 0.29], [4.36, 0.35, 0.26], [4.29, -1.05, 0.14], [3.00, -1.61, -0.03], [1.89, -0.75, -0.11], [3.48, 2.26, 0.41], [5.37, 0.64, 0.55], [5.05, -1.77, 0.14], [2.70, -2.70, -0.17], [0.90, -1.31, -0.10], [-3.18, 0.33, -1.40], [-2.47, -0.02, 0.29], [-3.92, -0.92, 1.08], [-2.55, 1.41, 1.13], [-2.64, 1.02, -1.91], [-3.20, -0.52, -2.05], [-4.30, 0.71, -1.36], [-4.74, -0.32, 1.02], [-4.24, -1.69, 0.45], [-3.49, -1.02, 2.13], [-2.05, 2.12, 0.62]]}